(1)
The following is a quantum chemistry calculation of a cluster of 2 separate species, C17H25FN2O3P in total, from the OMol25 dataset.

```
49
C17H25FN2O3P wB97M-V/def2-TZVPD
P -2.0221 5.9275 -2.1405
F 0.1761 3.3080 3.6993
O -0.4517 5.8429 -2.9389
O 2.3688 2.3670 1.3858
O -1.2854 0.2773 3.2913
N 0.4533 2.1054 3.0952
N 0.9892 -2.7442 0.0763
C -0.0797 -2.8714 -0.9944
C -1.5274 2.3955 1.5869
C -3.2420 3.7763 -0.1583
C -3.0604 2.6587 1.0719
C 1.7086 -5.2173 -0.2409
C -0.3543 4.2810 -0.2003
C -0.8845 1.4238 2.7376
C 0.5331 -6.0534 -0.7341
C 1.7512 -1.0945 1.6653
C 2.5268 -0.8576 0.3865
C -1.9066 4.5742 -0.7489
C 0.4923 -1.7717 1.1704
C 1.0825 2.5267 1.7724
C 2.2667 -2.0735 -0.4873
C -0.2066 3.1489 0.9750
C -3.4258 5.5393 -3.3760
C 1.3146 -4.1039 0.7356
H 2.3733 -5.9022 0.3029
H 2.1616 0.0448 -0.1151
H 3.0891 -2.7919 -0.4405
H 0.5963 4.8345 -0.6073
H 2.2858 -4.8414 -1.0916
H 0.4433 -4.3954 1.3324
H -0.1257 -6.3408 0.0923
H -0.0499 -2.3250 1.9426
H -3.9500 2.0553 1.5405
H 0.3436 -3.4064 -1.8489
H -4.3327 3.9631 -0.5733
H -0.0645 -5.5281 -1.4814
H 0.1577 6.3893 -2.3360
H -0.3747 -1.8668 -1.3184
H 2.1481 -3.9147 1.4220
H -3.0385 5.1283 -4.4014
H 2.0882 -1.7909 -1.5309
H 1.5372 -0.1650 2.1959
H -0.1778 -1.0431 0.6997
H 2.3099 -1.7516 2.3411
H -3.9735 6.5700 -3.6183
H -0.9346 -3.4023 -0.5666
H 3.5962 -0.7177 0.5760
H 0.9013 -6.9714 -1.2050
H -4.2265 4.8046 -2.9405
```

Summary:
total charge = +1
LUMO = -4.007 eV

Here are the Löwdin charges for atoms 1 to 6, given in e: atom 1 (P): 0.87, atom 2 (F): 0.00, atom 3 (O): -0.39, atom 4 (O): 0.01, atom 5 (O): 0.01, atom 6 (N): -0.04


(2)
The following is a quantum chemistry calculation of the molecule C3H4O2, from the OMol25 dataset.

```
9
C3H4O2 wB97M-V/def2-TZVPD
O -1.5135 0.1955 0.1610
O -0.0021 0.6120 -1.4738
C -0.1971 0.0869 -0.2020
C 0.8261 0.2628 0.8256
C 0.7426 -0.9776 0.3316
H 1.2240 0.9706 1.4227
H -0.3402 1.4703 -1.3560
H -1.8733 -0.7291 -0.0494
H 1.1335 -1.8914 0.3402
```

Summary:
SMILES = OC1(O)C=C1
ΔE to the lowest compared entry with this formula, charge and spin = 3.227 eV
LUMO = 0.859 eV

Here are the Löwdin charges for atoms 1 to 6, given in e: atom 1 (O): 0.02, atom 2 (O): 0.05, atom 3 (C): -0.64, atom 4 (C): 0.09, atom 5 (C): 0.13, atom 6 (H): 0.07


(3)
The following is a quantum chemistry calculation of a cluster of 2 separate species, C29H34N2O4S2 in total, from the OMol25 dataset.

```
71
C29H34N2O4S2 wB97M-V/def2-TZVPD
S 1.4427 -0.8823 0.7474
S -0.0947 1.6342 1.5952
O 1.7539 -2.0133 1.5951
O 0.8193 2.1950 0.6234
O 0.0108 2.0097 2.9894
O 1.2317 -1.0364 -0.6821
N -0.8529 -1.6587 6.5169
N 0.2273 -0.9414 8.9900
C 4.3719 1.5366 2.2064
C -4.2158 2.9092 0.1089
C 0.2260 -0.7062 6.5211
C 3.3915 0.7787 -0.3003
C -1.7141 2.1215 1.0443
C 4.9053 2.1037 1.0443
C 0.5143 -0.0728 7.8863
C -1.7525 -4.6292 2.0000
C -2.7261 2.4302 1.9592
C 0.3949 -1.3623 11.3241
C 0.9522 -2.2123 9.0728
C -1.5447 -5.0376 0.6766
C 0.8265 -2.6292 10.5507
C -0.0630 -0.1237 1.4252
C -3.1941 2.6070 -0.7994
C -1.9643 -1.3110 5.6854
C -0.1577 0.3371 5.4668
C -3.9890 2.7957 1.4846
C 3.3398 0.5999 2.1216
C 0.2416 -0.2589 10.2716
C -1.2111 -4.0867 -0.2953
C -1.0883 -2.7419 0.0516
C 4.4257 1.7099 -0.2082
C -1.3494 -0.2872 4.7348
C -1.9420 2.2065 -0.3327
C -1.1121 -0.9171 1.7894
C -1.6314 -3.2828 2.3471
C 2.8200 0.2753 0.8684
C -1.2521 -2.3226 1.3915
H -0.8749 -2.0030 -0.7203
H -4.7871 2.9976 2.2010
H -0.6836 0.3231 10.3752
H -2.8128 -0.8701 6.2444
H 3.0070 0.4587 -1.2667
H 0.4945 -2.9497 8.3991
H -2.0172 -5.3561 2.7698
H -2.0652 0.4369 4.3439
H 2.0177 -2.1198 8.7809
H -1.0467 -4.3821 -1.3320
H 1.1380 -1.0660 12.0692
H 1.5722 0.2736 7.8802
H 2.9248 0.1275 3.0114
H -1.1348 1.9634 -1.0223
H -2.5186 2.3849 3.0282
H 4.8401 2.1275 -1.1271
H -2.0021 -0.4106 2.1816
H -2.3441 -2.2095 5.1833
H 1.7697 -3.0317 10.9289
H 1.1579 -1.2281 6.2416
H 5.7001 2.8486 1.1146
H -1.6444 -6.0882 0.4035
H -0.4680 1.2770 5.9420
H 4.7523 1.8182 3.1894
H -0.9196 -0.8503 3.9019
H -1.7851 -2.9530 3.3783
H -0.5651 -1.5153 11.8235
H 0.0522 -3.3964 10.6476
H -3.3591 2.6819 -1.8752
H 0.6766 0.5640 4.7982
H -0.1282 0.8170 8.0125
H 1.0830 0.4594 10.3336
H -1.0693 -2.0964 7.4041
H -5.1891 3.2387 -0.2579
```

Summary:
SMILES = O=S(=O)(C(=Cc1ccccc1)S(=O)(=O)c1ccccc1)c1ccccc1.C1CN[C@H](CN2CCCC2)C1
ΔE to the lowest compared entry with this formula, charge and spin = 0.000 eV
LUMO = -0.279 eV

Here are the Löwdin charges for atoms 1 to 6, given in e: atom 1 (S): 0.73, atom 2 (S): 0.70, atom 3 (O): -0.28, atom 4 (O): -0.29, atom 5 (O): -0.29, atom 6 (O): -0.32


(4)
The following is a quantum chemistry calculation of a structure of composition C20H31Cl2CrN4O3, from the OMol25 dataset.

```
61
C20H31Cl2CrN4O3 wB97M-V/def2-TZVPD
Cr -0.3416 0.0488 0.6750
Cl 0.7366 0.0739 -1.2570
Cl -0.5198 2.2656 1.0401
O 2.4939 1.1243 -3.0825
O -0.3356 -2.0023 0.8382
O -1.2051 -0.2566 2.7008
N -2.7623 0.2327 4.3115
N 3.5812 0.5333 2.0978
N 0.7495 -3.9630 0.3905
N 1.4883 0.0251 1.7103
C -3.2122 -0.9166 0.4907
C 2.7656 2.6185 -4.9894
C 1.9433 -4.6285 -0.1156
C -2.4005 -0.8852 5.1735
C 0.6488 -2.6332 0.3525
C -2.3489 -0.1401 -0.1372
C 1.8916 -0.6822 2.8351
C 2.6845 3.9940 -6.9943
C -4.6853 -1.0611 0.2052
C -2.0999 0.4941 3.1729
C -3.8887 1.0528 4.7414
C 3.2103 -0.3812 3.0744
C 3.1765 5.0027 -4.8463
C 2.5116 0.7610 1.2987
C -0.3413 -4.8201 0.8461
C -2.5742 0.7420 -1.2885
C 2.5457 1.3086 -4.2858
C 2.6036 2.7414 -6.3828
C 2.9590 5.1351 -6.2256
C 3.0942 3.7514 -4.2306
H 2.6694 -3.8650 -0.4159
H -3.6411 0.8144 -1.5136
H -5.0314 -0.4340 -0.6250
H -5.2896 -0.8082 1.0859
H -3.2682 -1.5456 5.3007
H -4.7915 0.4331 4.8461
H 3.8715 -0.7515 3.8374
H 1.4781 -2.0977 -0.1390
H 3.0023 6.1191 -6.6973
H 2.5236 4.0923 -8.0690
H -2.1198 -0.5094 6.1666
H 0.0161 -5.4603 1.6632
H -4.9314 -2.1030 -0.0277
H 1.2242 -1.3344 3.3768
H 2.4423 0.4621 -5.0028
H 1.6952 -5.2576 -0.9821
H -4.0663 1.8333 3.9925
H 4.4950 0.9562 1.9880
H 3.2723 3.6375 -3.1588
H 2.3811 -5.2650 0.6651
H -0.6598 -5.4777 0.0251
H 2.4077 1.8460 -6.9784
H -2.8858 -1.5463 1.3201
H -1.1768 -4.2009 1.1837
H -3.6769 1.5178 5.7150
H -2.4067 1.4091 2.6350
H -1.5686 -1.4328 4.7243
H 3.3999 5.8814 -4.2417
H -2.1907 1.7435 -1.0681
H -2.0411 0.3853 -2.1765
H 2.4981 1.4230 0.4513
```

Summary:
ΔE to the lowest compared entry with this formula, charge and spin = 0.000 eV
multiplicity = 4
LUMO (alpha / beta) = 0.467 / 0.466 eV

Here are the Löwdin charges for atoms 1 to 6, given in e: atom 1 (Cr): 0.19, atom 2 (Cl): 0.22, atom 3 (Cl): 0.08, atom 4 (O): -0.06, atom 5 (O): -0.13, atom 6 (O): -0.13


(5)
The following is a quantum chemistry calculation of a structure of composition C26H39HgNO12, from the OMol25 dataset.

```
79
C26H39HgNO12 wB97M-V/def2-TZVPD
Hg -0.1881 2.1484 0.4544
O 0.3743 1.5527 5.7130
O 4.9763 3.2748 1.5139
O 0.6584 -2.5648 1.6498
O -1.1334 6.3117 -1.4969
O 2.8492 0.3297 -3.4669
O -0.7085 0.2244 7.0609
O -7.3445 0.4290 2.5407
O -3.4714 -1.0101 -4.2119
O 3.2476 -1.4066 -4.9027
O 6.3715 4.8551 0.6476
O -3.4028 -0.5476 -6.3763
O -5.2174 0.4295 1.7691
N -3.5705 -1.3146 -5.4371
C 0.4053 0.6933 6.5933
C -1.4125 6.6530 -2.8371
C -0.4366 -0.7237 7.9586
C 7.4715 5.6489 1.0072
C 2.4381 -4.1345 2.0977
C -4.9925 -4.3813 -7.1251
C 5.1730 -0.5429 -3.8646
C -4.4335 -3.0990 -6.9604
C 1.0741 -0.6544 8.3913
C -4.5672 -4.8026 -4.7139
C -7.8896 -1.8579 2.4256
C -6.3502 -1.7695 2.4355
C 7.2332 3.8921 2.4864
C 4.3361 -2.0259 -5.5011
C 5.4814 -1.7949 -4.6613
C -3.9991 -2.6927 -5.6932
C -8.3691 -0.4822 2.9820
C -2.9077 6.7947 -3.0617
C 3.6552 -0.4521 -3.9987
C 8.3343 4.6077 1.7948
C 0.9206 -3.8703 2.0584
C 1.6374 0.0496 7.2205
C -4.9577 -5.1751 -6.0102
C 5.9975 4.0003 1.5405
C -6.2299 -0.2409 2.2041
C -4.1874 -3.4811 -4.5131
H -5.8544 -2.4476 1.7410
H 1.5402 -1.6206 8.5846
H -1.1779 -0.4664 8.7151
H 2.9938 -3.7881 1.2263
H -5.2254 -4.6742 -8.1382
H 2.3851 0.8348 7.3320
H -1.0040 7.5693 -3.2634
H -3.1039 6.8476 -4.1326
H 4.5087 -1.6491 -6.5092
H -9.3995 -0.2728 2.6946
H 2.7965 -5.1135 2.4157
H 7.2988 6.3938 1.7840
H -3.2520 7.7233 -2.6064
H -3.9392 -3.0007 -3.5781
H 5.7026 0.3889 -4.0630
H 9.0506 4.0104 1.2306
H -0.6899 -1.5972 7.3579
H 7.3468 2.8222 2.6607
H 6.2823 -1.7190 -5.3968
H -4.7044 -5.5336 -3.9309
H -5.8475 -1.9282 3.3896
H 0.5335 -4.6398 1.3906
H -3.5328 5.9559 -2.7555
H -5.2058 -6.2226 -6.0976
H 5.4849 -2.7384 -4.1155
H 4.1316 -3.0928 -5.5917
H 5.4038 -0.6831 -2.8086
H 2.1065 -0.6088 6.4894
H -1.0054 5.8472 -3.4479
H 2.8708 -3.5553 2.9135
H -8.1994 -2.7674 2.9402
H 8.9833 5.2025 2.4375
H 0.5084 -4.2104 3.0084
H 6.8655 4.3461 3.4065
H -8.1541 -1.8328 1.3684
H 1.4398 0.0068 9.1769
H 7.9346 6.1914 0.1829
H -4.2749 -2.4260 -7.7901
H -8.4632 -0.4218 4.0662
```

Summary:
ΔE to the lowest compared entry with this formula, charge and spin = 2.130 eV
LUMO = -5.245 eV

Here are the Löwdin charges for atoms 1 to 6, given in e: atom 1 (Hg): 0.20, atom 2 (O): 0.09, atom 3 (O): 0.07, atom 4 (O): -0.06, atom 5 (O): -0.05, atom 6 (O): 0.08


(6)
The following is a quantum chemistry calculation of a structure of composition CHBr3O, from the OMol25 dataset.

```
6
CHBr3O wB97M-V/def2-TZVPD
Br -0.1257 1.9173 0.3388
Br 1.1043 0.1280 -1.9682
Br 1.4513 -1.1837 1.6061
O -1.0693 -0.5660 -0.3105
C 0.0615 0.2208 -0.3726
H -1.4221 -0.5164 0.7064
```

Summary:
ΔE to the lowest compared entry with this formula, charge and spin = 2.091 eV
LUMO (alpha / beta) = -2.220 / -2.290 eV

Charges per atom according to Löwdin partitioning, unit e: atom 1 (Br): 0.76, atom 2 (Br): 0.74, atom 3 (Br): -0.10, atom 4 (O): -0.19, atom 5 (C): -1.38, atom 6 (H): 0.18